[1]
{"formula": "C17H18N2O3S2", "method": "ωB97M-V/def2-TZVPD", "elements": ["C", "C", "C", "N", "C", "O", "C", "C", "C", "C", "C", "C", "N", "S", "O", "O", "C", "C", "C", "C", "S", "C", "C", "C", "H", "H", "H", "H", "H", "H", "H", "H", "H", "H", "H", "H", "H", "H", "H", "H", "H", "H"], "xyz": [[-1.39461, -4.13889, 2.17070], [-1.37168, -2.94597, 1.60736], [-2.28877, -1.82106, 1.98017], [-2.77157, -1.11138, 0.81384], [-2.26863, 0.09566, 0.46842], [-1.55688, 0.75311, 1.20801], [-2.79166, 0.63545, -0.82105], [-4.15498, 0.56689, -1.09027], [-4.69194, 1.16375, -2.21556], [-3.86145, 1.84442, -3.09078], [-2.50314, 1.90441, -2.84863], [-1.95330, 1.30411, -1.71811], [-0.57381, 1.35795, -1.49256], [0.30934, -0.09041, -1.46885], [0.83522, -0.29326, -2.79230], [-0.51934, -1.12589, -0.92745], [1.66732, 0.29517, -0.38433], [2.94920, 0.20497, -0.89035], [4.03310, 0.48707, -0.07801], [3.81935, 0.86046, 1.24510], [5.10879, 1.24508, 2.37748], [6.63285, 1.01137, 1.41697], [2.51611, 0.95070, 1.74101], [1.43786, 0.66778, 0.92858], [-0.71133, -4.91863, 1.88165], [-2.09119, -4.38301, 2.95736], [-0.67850, -2.70338, 0.81340], [-1.74513, -1.08188, 2.57923], [-3.14269, -2.18853, 2.55990], [-3.16676, -1.67847, 0.07990], [-4.80280, 0.06359, -0.38738], [-5.75298, 1.10717, -2.40489], [-4.27057, 2.32188, -3.96855], [-1.85056, 2.42324, -3.53676], [-0.10592, 1.98417, -2.13439], [3.08230, -0.08713, -1.91998], [5.02823, 0.41235, -0.48479], [6.65666, 1.70357, 0.58068], [6.70788, -0.01907, 1.08292], [7.44452, 1.23550, 2.10212], [2.36644, 1.24511, 2.76819], [0.42502, 0.74201, 1.29200]], "atomic_forces_ev_per_a": [[0.017, -0.123, 0.044], [-0.082, 0.171, -0.102], [0.009, 0.097, 0.315], [-0.168, -0.266, 0.015], [-0.558, 0.011, 0.301], [0.043, 0.137, 0.047], [-0.049, 0.235, -0.193], [0.125, -0.015, 0.015], [-0.049, 0.036, -0.095], [-0.086, -0.002, 0.066], [0.219, -0.017, 0.141], [-0.794, -0.279, -0.001], [0.855, -0.452, 0.251], [0.372, 0.297, -0.637], [0.218, 0.157, 0.162], [0.022, 0.181, 0.191], [-0.386, -0.063, -0.456], [-0.036, -0.067, -0.222], [-0.058, -0.001, 0.099], [0.265, 0.011, -0.024], [0.218, 0.016, 0.029], [-0.604, 0.027, 0.147], [0.071, -0.059, -0.134], [-0.023, 0.063, 0.250], [0.172, -0.107, -0.084], [-0.194, -0.006, 0.131], [0.160, -0.087, -0.031], [-0.159, -0.121, -0.038], [0.157, 0.042, 0.034], [0.032, 0.118, -0.054], [-0.034, -0.032, 0.064], [-0.085, 0.000, -0.004], [-0.018, 0.037, -0.068], [0.069, 0.003, -0.096], [0.112, 0.037, -0.031], [0.088, -0.013, -0.107], [0.081, -0.004, -0.021], [0.101, -0.001, -0.084], [0.103, -0.040, -0.072], [0.043, 0.009, 0.027], [-0.101, 0.034, 0.119], [-0.064, 0.036, 0.107]], "smiles": "C=CCNC(=O)c1ccccc1NS(=O)(=O)c1ccc(SC)cc1", "charge": 0, "homo_lumo_gap_ev": 9.11}

---

[2]
{"formula": "C17H18N2O6S", "method": "ωB97M-V/def2-TZVPD", "elements": ["C", "O", "C", "C", "C", "N", "S", "O", "O", "C", "C", "C", "C", "C", "C", "C", "N", "C", "O", "C", "O", "C", "C", "O", "C", "C", "H", "H", "H", "H", "H", "H", "H", "H", "H", "H", "H", "H", "H", "H", "H", "H", "H", "H"], "xyz": [[-1.66473, -0.38401, -3.17013], [-1.84263, 0.83628, -2.48952], [-1.96189, 0.80750, -1.13484], [-1.92330, -0.34894, -0.37346], [-2.02617, -0.25526, 1.01298], [-1.94954, -1.42369, 1.76482], [-1.03769, -2.73132, 1.24996], [-1.75949, -3.42201, 0.22357], [-0.70977, -3.45359, 2.44090], [0.45111, -1.95055, 0.59726], [0.96300, -0.96359, 1.42277], [2.07516, -0.23348, 1.04304], [2.66540, -0.50181, -0.19895], [2.16389, -1.51739, -0.99494], [1.05569, -2.27112, -0.61186], [0.59932, -3.39545, -1.48442], [3.73344, 0.29126, -0.60807], [4.35900, 1.18162, 0.20601], [5.25022, 1.90027, -0.17608], [3.88570, 1.13801, 1.65429], [2.53625, 0.76080, 1.84797], [-2.18486, 0.97435, 1.62639], [-2.24787, 2.13508, 0.85269], [-2.41770, 3.29073, 1.54671], [-2.49422, 4.50005, 0.82935], [-2.12256, 2.05323, -0.52418], [-1.59114, -0.12252, -4.22479], [-2.51471, -1.05592, -3.02060], [-0.74626, -0.88711, -2.85167], [-1.84071, -1.32457, -0.81594], [-1.96576, -1.31243, 2.76591], [0.49826, -0.75110, 2.37019], [2.64271, -1.72372, -1.94126], [-0.47155, -3.54839, -1.40167], [0.87248, -3.21456, -2.52168], [1.08280, -4.31806, -1.16260], [4.06054, 0.21557, -1.56277], [3.99785, 2.12913, 2.09868], [4.55137, 0.44061, 2.18934], [-2.27081, 1.05947, 2.69745], [-2.64159, 5.27685, 1.57796], [-3.33948, 4.50078, 0.13447], [-1.57002, 4.69853, 0.27800], [-2.14972, 2.92046, -1.16129]], "atomic_forces_ev_per_a": [[0.020, -0.185, -0.113], [-0.088, 0.257, 0.306], [0.070, -0.003, 0.208], [-0.103, 0.058, -0.395], [-0.191, 0.751, -0.533], [0.334, -0.691, 0.065], [0.013, 0.006, 0.317], [0.073, 0.312, -0.076], [0.061, 0.168, 0.212], [-0.429, -0.215, 0.232], [0.528, 0.312, 0.031], [-0.221, -0.497, -0.182], [-0.227, -0.001, 0.345], [-0.119, 0.028, 0.270], [-0.029, 0.052, -0.110], [-0.075, -0.117, -0.142], [-0.098, -0.188, -0.425], [-0.114, 0.099, 0.189], [0.154, 0.107, 0.115], [0.448, 0.118, 0.227], [-0.250, 0.082, -0.153], [-0.019, -0.142, 0.132], [0.049, -0.205, -0.134], [0.028, -0.380, 0.087], [-0.010, 0.208, -0.126], [-0.043, 0.243, -0.068], [0.007, -0.082, 0.069], [0.022, 0.010, 0.005], [-0.013, -0.002, 0.006], [-0.041, -0.033, -0.230], [0.116, -0.159, 0.126], [-0.029, 0.137, 0.169], [0.050, -0.055, -0.119], [0.080, -0.044, -0.187], [0.043, -0.004, -0.060], [0.001, -0.105, -0.036], [0.027, 0.115, 0.155], [0.053, -0.167, -0.168], [-0.090, 0.109, -0.090], [0.010, 0.014, 0.191], [0.012, -0.025, -0.093], [0.037, -0.008, 0.018], [-0.036, -0.016, 0.012], [-0.010, 0.140, -0.047]], "smiles": "COc1cc(NS(=O)(=O)c2cc3c(cc2C)NC(=O)CO3)cc(OC)c1", "charge": 0, "homo_lumo_gap_ev": 8.85}

---

[3]
{"formula": "C17H18N4", "method": "ωB97M-V/def2-TZVPD", "elements": ["N", "C", "C", "C", "N", "C", "C", "C", "C", "C", "C", "C", "H", "H", "H", "H", "H", "H", "C", "C", "N", "C", "C", "C", "C", "N", "C", "H", "H", "H", "H", "H", "H", "H", "H", "H", "H", "H", "H"], "xyz": [[3.14008, 1.74270, 1.23745], [1.99459, 1.99246, 1.23827], [0.63000, 2.41269, 1.27718], [0.45384, 3.74734, 1.76276], [0.28612, 4.84651, 2.13557], [-0.41632, 1.60527, 0.93442], [-1.79096, 2.07632, 1.15137], [-2.17011, 3.34632, 0.67582], [-3.43988, 3.86033, 0.92243], [-4.37921, 3.08865, 1.62362], [-4.00819, 1.83309, 2.14606], [-2.73619, 1.31854, 1.88395], [-0.26307, 0.58809, 0.56001], [-1.44738, 3.92946, 0.10404], [-3.68095, 4.87458, 0.58983], [-5.37946, 3.49099, 1.80794], [-4.71380, 1.27184, 2.77045], [-2.42583, 0.35223, 2.28990], [0.03818, -1.51149, -2.84759], [0.19299, -0.33354, -1.90058], [0.54834, -0.72047, -0.53912], [1.30059, -1.75889, -0.42208], [1.94028, -2.23852, 0.87843], [2.85672, -3.38847, 0.43257], [2.58012, -3.63403, -1.05550], [1.67366, -2.57584, -1.42917], [1.21137, -2.45228, -2.78409], [-0.86379, -2.05482, -2.57153], [-0.10755, -1.15240, -3.86563], [0.95078, 0.37050, -2.31978], [-0.74668, 0.22903, -1.78607], [2.46202, -1.40705, 1.37515], [1.15558, -2.57968, 1.57206], [3.90271, -3.11771, 0.58787], [2.66129, -4.28795, 1.02081], [3.49529, -3.62067, -1.66208], [2.12060, -4.61942, -1.22342], [0.94827, -3.44698, -3.15566], [2.02591, -2.07672, -3.41568]], "atomic_forces_ev_per_a": [[-2.657, 0.413, 0.007], [2.958, -0.695, -0.276], [-0.723, -0.872, -0.393], [-0.576, 2.833, 1.036], [0.528, -2.579, -0.821], [0.102, 0.862, 0.912], [-1.014, 0.516, -0.077], [-0.015, -0.246, 0.077], [-0.239, -0.343, 0.119], [0.470, -0.037, 0.256], [0.002, 0.346, -0.341], [0.413, 0.272, -0.163], [0.437, 0.141, 0.219], [-0.271, -0.111, 0.175], [-0.018, -0.467, 0.028], [0.373, -0.186, -0.015], [0.314, 0.187, -0.387], [-0.196, 0.262, -0.128], [-0.838, 0.122, -0.040], [0.128, 0.446, 0.215], [0.772, -0.609, 0.062], [-0.327, 0.699, 0.293], [-0.565, 0.180, -0.185], [0.335, -0.078, 0.480], [-0.003, -0.360, 0.017], [0.429, -0.410, -0.025], [0.493, 0.134, -0.253], [-0.148, -0.074, 0.047], [0.013, -0.055, -0.068], [-0.337, -0.320, 0.392], [0.197, -0.110, -0.498], [-0.122, -0.275, -0.287], [0.200, 0.121, -0.276], [-0.085, -0.065, -0.025], [0.107, 0.088, -0.105], [-0.106, 0.154, 0.068], [-0.033, 0.152, -0.008], [-0.047, 0.037, -0.035], [0.051, -0.073, 0.004]], "smiles": "N#CC(C#N)=Cc1ccccc1.C1CN=C2CCCN2C1", "charge": 0, "homo_lumo_gap_ev": 8.25}

---

[4]
{"formula": "C17H18N4O2S", "method": "ωB97M-V/def2-TZVPD", "elements": ["C", "C", "O", "C", "O", "C", "S", "C", "N", "C", "N", "C", "C", "C", "N", "N", "C", "C", "C", "C", "C", "C", "C", "C", "H", "H", "H", "H", "H", "H", "H", "H", "H", "H", "H", "H", "H", "H", "H", "H", "H", "H"], "xyz": [[3.81415, -6.34253, 0.91877], [4.41225, -5.01285, 1.35308], [3.49771, -4.27389, 2.16975], [2.57396, -3.54628, 1.54002], [2.46093, -3.45775, 0.34922], [1.70901, -2.82376, 2.55053], [0.03666, -2.57976, 1.89327], [0.20510, -0.97719, 1.22013], [1.31299, -0.29638, 1.45950], [1.43883, 0.92406, 0.94763], [0.57554, 1.58693, 0.21647], [-0.55513, 0.91546, -0.01809], [-0.81335, -0.40278, 0.45357], [-2.08496, -0.71405, -0.07830], [-2.53772, 0.28633, -0.78604], [-1.63187, 1.28261, -0.74522], [-1.85869, 2.46123, -1.48517], [-2.29590, 2.32174, -2.79637], [-2.54101, 3.43742, -3.57042], [-2.35321, 4.71019, -3.04562], [-2.58396, 5.92777, -3.88708], [-1.93847, 4.82976, -1.72663], [-1.69469, 3.72668, -0.91991], [-1.29852, 3.90652, 0.51081], [4.55350, -6.90828, 0.35940], [2.94813, -6.17108, 0.28425], [3.50762, -6.91942, 1.78801], [5.29317, -5.16053, 1.98072], [4.67204, -4.40862, 0.47803], [2.10948, -1.81777, 2.71049], [1.64964, -3.37801, 3.48404], [2.37121, 1.42626, 1.16904], [-2.65309, -1.61498, 0.03513], [-2.44408, 1.32878, -3.19195], [-2.87838, 3.31962, -4.58939], [-2.88293, 6.77417, -3.27348], [-3.35189, 5.74265, -4.63432], [-1.66486, 6.19728, -4.40840], [-1.81210, 5.81683, -1.30432], [-1.87838, 3.24668, 1.15529], [-0.24597, 3.65734, 0.64182], [-1.45963, 4.93450, 0.82480]], "atomic_forces_ev_per_a": [[-0.015, 0.377, 0.167], [0.218, -0.227, -0.423], [0.053, -0.064, 0.349], [-0.134, 0.211, 0.061], [0.078, -0.051, -0.096], [-0.431, -0.029, -0.293], [0.031, -0.145, 0.245], [0.181, 0.116, 0.048], [-0.056, -0.408, 0.128], [0.080, 0.326, -0.097], [-0.117, 0.340, -0.411], [0.309, -1.030, 0.585], [0.341, 0.855, -0.174], [0.114, 0.077, -0.034], [-0.757, -0.411, -0.109], [0.354, -0.088, 0.383], [-0.128, 0.599, -0.519], [0.097, -0.036, 0.088], [0.011, 0.019, 0.096], [-0.028, -0.032, 0.062], [0.073, -0.008, -0.022], [-0.019, -0.098, -0.167], [0.016, -0.225, 0.048], [0.103, 0.083, 0.054], [0.071, -0.092, -0.066], [-0.039, -0.028, -0.064], [0.001, -0.093, 0.054], [-0.098, 0.060, -0.085], [0.030, -0.073, 0.182], [0.076, -0.206, 0.082], [-0.008, 0.061, -0.021], [0.077, 0.065, -0.004], [-0.216, -0.167, -0.057], [-0.002, -0.082, -0.036], [-0.046, -0.017, -0.108], [-0.034, 0.086, -0.009], [-0.053, 0.050, -0.061], [0.013, 0.081, -0.066], [-0.001, 0.106, 0.074], [-0.011, -0.028, 0.103], [-0.071, 0.071, 0.083], [-0.066, 0.053, 0.030]], "smiles": "CCOC(=O)CSc1ncnc2c1cnn2-c1ccc(C)cc1C", "charge": 0, "homo_lumo_gap_ev": 8.93}